A cluster of 12 separate species, C17H58N8O12 in total, computed with ωB97M-V with the def2-TZVPD basis set.

Values from the calculation:
Spin multiplicity   1
Structure (SMILES)   NC(N)=O.NC(N)=O.NC(N)=O.NC(N)=O.CCO.CCO.CCO.CCO.CCO.CO.CO.CO
Frontier orbital gap   8.4 eV
Highest occupied orbital energy   -8.711 eV
Relative energy (zero: lowest compared OMol25 entry of this formula, charge and spin)   133.71 kcal/mol
Energy   -55055.4542 eV

Each line ends with the Mulliken charge.
Geometry (Å):
N -7.0374 3.6760 -8.4619  4.10
C -7.7475 4.4520 -7.6890  -1.40
N -8.8382 4.7458 -8.3064  1.63
O -7.2700 4.9828 -6.4784  -0.63
H -6.1055 3.4376 -8.0687  -1.44
H -7.1843 3.3048 -9.4020  -1.04
H -9.4474 5.3548 -7.7248  -0.02
H -9.3090 3.9715 -8.8158  -0.31
N -8.3663 1.1241 -7.4539  -0.01
C -9.2875 1.0137 -8.3524  0.08
N -9.6291 -0.1894 -8.5426  -0.28
O -9.7382 2.0716 -9.1131  -0.28
H -8.0188 2.0615 -7.3710  -0.33
H -7.8488 0.3782 -6.9860  0.25
H -10.4898 -0.3846 -9.0994  0.32
H -9.2379 -0.9757 -8.0268  0.15
N -9.5117 6.3539 -11.8186  -0.36
C -8.6652 5.3134 -12.0584  0.38
N -8.2471 4.6706 -11.0343  0.95
O -8.4858 4.8467 -13.3184  -0.79
H -9.7008 6.9945 -12.5963  0.27
H -9.7413 6.7648 -10.8663  0.22
H -8.4962 5.0064 -10.0749  -0.43
H -8.0977 3.6753 -11.1833  -0.54
N -10.3402 8.7939 -6.8709  -0.35
C -9.4120 7.8829 -6.7317  0.32
N -9.8236 6.6784 -6.5932  -0.29
O -8.0740 8.0436 -6.7047  -0.68
H -10.0805 9.7151 -7.1109  0.28
H -11.3189 8.6218 -7.0873  0.17
H -8.9630 6.1238 -6.3717  -0.11
H -10.7308 6.1879 -6.3811  0.31
C -12.5115 4.6654 -8.1794  -0.35
C -13.0641 5.0238 -6.7712  -0.65
O -11.9335 5.1185 -5.9651  -0.60
H -12.2750 5.5453 -8.7148  0.34
H -13.3467 4.1726 -8.7041  0.43
H -11.5895 4.0188 -8.1054  -0.23
H -13.8934 4.3841 -6.4060  0.36
H -13.5343 5.9718 -6.7351  0.26
H -11.7389 4.2025 -5.5981  0.30
C -2.5592 6.9880 -6.7814  -1.48
C -3.7015 6.3675 -7.4677  0.79
O -4.6697 6.0715 -6.4968  -0.59
H -1.7954 7.1921 -7.5022  0.41
H -2.1719 6.2246 -6.0343  0.29
H -2.7542 7.8682 -6.1725  0.34
H -3.4273 5.4115 -8.0236  -0.08
H -4.1576 7.0746 -8.2899  -0.08
H -5.4536 5.6633 -6.9431  0.07
C -5.9265 -0.4725 -8.6555  -0.41
C -5.9324 -0.9142 -7.1758  -0.73
O -7.1797 -1.1646 -6.6011  -0.63
H -6.5986 -1.1383 -9.1722  0.53
H -4.9789 -0.6524 -9.1534  0.52
H -6.3128 0.5571 -8.8768  -0.30
H -5.3773 -0.1835 -6.6094  0.09
H -5.3807 -1.8686 -7.1831  0.49
H -7.3674 -2.1401 -6.7461  0.39
C -4.8320 2.3516 -6.5263  -0.81
C -3.8391 2.2801 -7.5079  -0.17
O -4.1512 3.0132 -8.7320  -0.53
H -5.7643 1.8412 -6.7214  -0.25
H -5.0145 3.4119 -6.3413  0.42
H -4.6299 1.8380 -5.6019  0.52
H -3.5797 1.2101 -7.7930  0.33
H -2.8930 2.6567 -7.0693  0.33
H -3.6452 2.5733 -9.4659  0.29
C -6.0451 2.0846 -12.8214  -1.40
C -6.1945 1.9137 -11.3594  0.84
O -7.6155 1.9248 -11.2445  -0.66
H -6.5581 1.3418 -13.4673  0.28
H -5.0107 2.0642 -13.2203  0.41
H -6.3711 3.0908 -13.1566  0.26
H -5.8137 2.7846 -10.8578  -0.32
H -5.6890 0.9962 -11.0516  0.24
H -7.9523 1.0436 -11.1340  0.27
C -11.2529 3.5934 -11.2032  -0.32
O -11.5662 4.8017 -11.8304  -0.68
H -10.4704 3.0296 -11.7246  0.23
H -12.0280 2.9286 -11.2417  0.44
H -10.9513 3.8499 -10.1817  -0.14
H -10.7843 5.3743 -11.7841  0.55
C -6.6897 7.2437 -9.4808  -0.53
O -5.9872 6.3824 -10.2329  -0.58
H -6.8824 6.8088 -8.5414  0.19
H -7.6150 7.2997 -9.9631  0.28
H -6.0832 8.0987 -9.2371  0.48
H -6.5321 5.6011 -10.3786  0.42
C -8.3547 5.0093 -3.7565  -0.17
O -8.6702 4.3452 -2.5532  -0.55
H -8.7944 4.3167 -4.6024  -0.10
H -7.3083 5.2343 -3.9600  0.20
H -8.9941 5.8486 -3.7665  0.29
H -8.4205 4.9017 -1.8153  0.30